one) The following is a quantum chemistry calculation of 2 unconnected molecules or ions with the total composition C4H10NO2S, from OMol25.

Atoms and positions in Å:
C (-0.65, 1.04, 0.07)
N (-0.93, -0.24, 0.71)
C (-1.89, -0.45, 1.67)
O (-2.19, -1.62, 1.92)
C (0.83, 1.46, 0.31)
C (1.72, 0.46, -0.38)
S (1.50, 0.39, -2.26)
H (-0.70, 1.02, -1.05)
H (-1.41, 1.75, 0.41)
H (-0.71, -1.04, 0.14)
H (-2.08, 0.37, 2.34)
H (1.08, 2.44, -0.13)
H (0.93, 1.45, 1.40)
H (2.74, 0.87, -0.21)
H (1.57, -0.56, -0.06)
H (-0.13, -1.75, -2.04)
H (0.54, -2.99, -1.21)
O (-0.23, -2.63, -1.64)

For the HOMO-LUMO gap, the calculation gives 6.74 eV. The LUMO energy comes out at 3.663 eV. Its total charge is -1.

Mulliken population analysis, charges in e, atoms 1 to 6: -0.77, 0.00, 0.01, -0.62, -0.53, -0.70


two) The following is a quantum chemistry calculation of 2 unconnected molecules or ions with the total composition C4H10NO2S, from OMol25.

Atoms and positions in Å:
C (-2.23, 0.86, 0.58)
C (0.61, -1.95, 0.04)
C (-1.32, 1.59, -0.44)
C (1.94, -1.29, -0.19)
N (-0.68, 0.78, -1.36)
O (2.78, 1.17, -0.88)
O (1.38, 0.96, 1.14)
S (1.57, 0.58, -0.27)
H (-2.94, 0.22, 0.05)
H (-1.62, 0.25, 1.23)
H (-2.79, 1.58, 1.18)
H (0.62, -3.02, -0.16)
H (0.29, -1.79, 1.07)
H (-0.12, -1.46, -0.61)
H (-0.58, 2.17, 0.15)
H (-1.93, 2.35, -0.98)
H (2.38, -1.55, -1.15)
H (2.66, -1.45, 0.61)

For the HOMO-LUMO gap (spin up / spin down), the calculation gives 7.07 / 7.15 eV. The LUMO energy (spin up / spin down) comes out at 3.856 / 3.930 eV. Its total charge is -1.

Mulliken population analysis, charges in e, atoms 1 to 6: -1.05, -1.05, -0.29, -0.55, -0.55, -0.72


one) ends up most stable, edging out the next structure by 366.5 kJ/mol.


one) The following is a quantum chemistry calculation of 12 unconnected molecules or ions with the total composition C36H102N6O12, from OMol25.

Atoms and positions in Å:
C (-7.10, -5.03, 5.17)
O (-6.17, -5.97, 4.69)
C (-6.29, -7.23, 5.34)
C (-5.89, -7.21, 6.80)
C (-4.47, -6.77, 6.94)
N (-6.18, -8.44, 7.46)
H (-7.34, -4.17, 4.55)
H (-6.88, -4.63, 6.15)
H (-8.08, -5.46, 5.40)
H (-7.28, -7.69, 5.26)
H (-5.70, -8.01, 4.85)
H (-6.52, -6.42, 7.23)
H (-4.18, -6.58, 7.98)
H (-4.55, -5.84, 6.38)
H (-3.81, -7.45, 6.40)
H (-7.16, -8.65, 7.34)
H (-5.96, -8.18, 8.41)
C (-8.51, -3.62, -2.60)
O (-7.22, -3.22, -3.13)
C (-6.94, -3.45, -4.45)
C (-5.45, -3.00, -4.60)
C (-5.23, -1.48, -4.35)
N (-5.12, -3.14, -6.01)
H (-9.27, -3.21, -3.27)
H (-8.65, -3.12, -1.64)
H (-8.59, -4.69, -2.43)
H (-7.12, -4.44, -4.86)
H (-7.50, -2.75, -5.06)
H (-4.73, -3.56, -4.00)
H (-4.25, -1.08, -4.62)
H (-5.27, -1.38, -3.26)
H (-5.98, -0.89, -4.86)
H (-5.84, -2.98, -6.69)
H (-4.76, -4.05, -6.24)
C (11.41, -1.81, 0.89)
O (10.14, -2.30, 1.46)
C (9.26, -1.38, 2.10)
C (8.48, -0.41, 1.18)
C (7.86, 0.82, 1.85)
N (7.52, -1.18, 0.50)
H (11.26, -1.06, 0.12)
H (12.02, -2.61, 0.47)
H (11.93, -1.27, 1.68)
H (8.70, -1.89, 2.89)
H (9.84, -0.71, 2.73)
H (9.16, 0.01, 0.43)
H (6.90, 0.66, 2.33)
H (7.53, 1.53, 1.09)
H (8.46, 1.56, 2.38)
H (7.04, -0.65, -0.22)
H (8.01, -1.75, -0.17)
C (-0.73, -1.13, 0.88)
O (-0.30, 0.28, 0.73)
C (0.68, 0.50, -0.34)
C (1.00, 1.98, -0.49)
C (-0.16, 2.89, -0.91)
N (2.20, 2.18, -1.20)
H (0.09, -1.66, 1.35)
H (-0.94, -1.53, -0.11)
H (-1.58, -1.33, 1.53)
H (1.57, -0.04, -0.02)
H (0.43, 0.05, -1.30)
H (1.26, 2.23, 0.54)
H (0.13, 3.95, -0.91)
H (-0.92, 2.84, -0.13)
H (-0.73, 2.58, -1.79)
H (2.19, 3.14, -1.51)
H (2.03, 1.68, -2.06)
C (1.66, -9.21, -7.02)
O (2.28, -8.76, -5.76)
C (2.03, -7.40, -5.59)
C (2.57, -6.99, -4.24)
C (2.13, -5.57, -3.79)
N (3.97, -6.84, -4.12)
H (1.75, -10.29, -7.10)
H (2.28, -8.86, -7.85)
H (0.62, -8.90, -7.11)
H (2.37, -6.82, -6.45)
H (0.96, -7.32, -5.43)
H (2.38, -7.71, -3.44)
H (2.47, -5.38, -2.78)
H (1.04, -5.57, -3.84)
H (2.64, -4.91, -4.49)
H (4.34, -7.63, -4.62)
H (4.33, -7.00, -3.19)
C (3.74, 8.65, -2.68)
O (2.88, 8.12, -3.68)
C (2.41, 9.09, -4.62)
C (2.27, 8.66, -6.11)
C (1.60, 9.72, -7.14)
N (1.24, 7.64, -6.13)
H (4.67, 9.14, -2.97)
H (4.10, 7.78, -2.14)
H (3.21, 9.35, -2.03)
H (1.58, 9.56, -4.10)
H (3.07, 9.95, -4.70)
H (3.27, 8.43, -6.47)
H (1.52, 9.39, -8.17)
H (2.21, 10.62, -7.12)
H (0.65, 10.12, -6.80)
H (1.59, 7.18, -5.31)
H (1.50, 6.98, -6.86)
C (4.29, 5.36, 5.47)
C (5.63, 5.60, 6.15)
O (6.51, 6.44, 5.53)
H (4.01, 4.31, 5.55)
H (4.20, 5.55, 4.40)
H (3.55, 6.01, 5.92)
H (6.05, 4.60, 6.30)
H (5.33, 5.95, 7.14)
H (6.06, 7.28, 5.61)
C (6.68, 2.92, -6.31)
C (5.50, 2.53, -7.22)
O (4.68, 1.55, -6.64)
H (6.73, 4.00, -6.14)
H (7.55, 2.62, -6.88)
H (6.59, 2.39, -5.36)
H (5.75, 1.93, -8.09)
H (4.99, 3.43, -7.55)
H (5.17, 0.86, -6.20)
C (-6.12, 5.77, -5.47)
C (-4.86, 6.10, -6.34)
O (-4.21, 7.32, -5.86)
H (-5.77, 5.49, -4.48)
H (-6.79, 4.98, -5.81)
H (-6.84, 6.59, -5.47)
H (-5.13, 6.24, -7.39)
H (-4.21, 5.23, -6.26)
H (-3.31, 7.41, -6.17)
C (-4.82, -2.04, 9.96)
C (-4.92, -0.97, 8.86)
O (-6.18, -0.32, 8.89)
H (-3.84, -2.51, 10.11)
H (-5.69, -2.70, 9.93)
H (-4.85, -1.51, 10.91)
H (-4.57, -1.43, 7.93)
H (-4.29, -0.09, 9.03)
H (-6.31, 0.15, 8.07)
C (1.67, -1.22, 8.87)
C (1.84, -1.43, 7.34)
O (0.90, -0.63, 6.68)
H (2.50, -1.64, 9.45)
H (0.69, -1.61, 9.12)
H (1.67, -0.17, 9.15)
H (1.62, -2.47, 7.12)
H (2.78, -1.21, 6.84)
H (1.01, -0.57, 5.72)
C (-5.65, 2.17, 2.72)
C (-5.34, 3.26, 3.76)
O (-6.49, 3.63, 4.55)
H (-4.70, 1.98, 2.22)
H (-6.34, 2.64, 2.02)
H (-6.06, 1.25, 3.16)
H (-5.00, 4.12, 3.20)
H (-4.50, 2.94, 4.38)
H (-6.23, 4.33, 5.16)

For the HOMO-LUMO gap, the calculation gives 9.19 eV. The LUMO energy comes out at 0.296 eV. Its total charge is 0. Its structure (SMILES) is COC[C@H](C)N.COC[C@H](C)N.COC[C@H](C)N.COC[C@H](C)N.COC[C@H](C)N.COC[C@H](C)N.CCO.CCO.CCO.CCO.CCO.CCO.

Mulliken population analysis, charges in e, atoms 1 to 6: -0.80, -0.34, -0.87, 0.47, -1.25, -0.72


two) The following is a quantum chemistry calculation of 12 unconnected molecules or ions with the total composition C36H102N6O12, from OMol25.

Atoms and positions in Å:
C (-17.19, -6.75, -12.44)
O (-15.97, -6.84, -13.16)
C (-15.31, -8.06, -12.79)
C (-14.13, -8.36, -13.80)
C (-14.48, -8.42, -15.34)
N (-13.28, -9.54, -13.47)
H (-17.75, -5.86, -12.71)
H (-17.04, -6.63, -11.37)
H (-17.84, -7.61, -12.61)
H (-15.03, -8.03, -11.74)
H (-16.03, -8.86, -12.91)
H (-13.46, -7.52, -13.64)
H (-13.53, -8.62, -15.85)
H (-14.86, -7.45, -15.67)
H (-15.11, -9.25, -15.64)
H (-13.84, -10.35, -13.24)
H (-12.94, -9.30, -12.55)
C (-13.93, -4.01, -12.40)
O (-13.30, -3.58, -13.57)
C (-13.50, -2.19, -13.96)
C (-12.39, -1.85, -15.03)
C (-12.31, -0.43, -15.47)
N (-12.63, -2.66, -16.28)
H (-13.27, -3.75, -11.57)
H (-13.96, -5.08, -12.55)
H (-14.92, -3.63, -12.17)
H (-14.48, -2.09, -14.41)
H (-13.34, -1.50, -13.13)
H (-11.42, -2.18, -14.65)
H (-11.94, 0.22, -14.67)
H (-13.28, -0.07, -15.83)
H (-11.57, -0.30, -16.26)
H (-12.70, -3.56, -15.82)
H (-11.75, -2.70, -16.76)
C (-21.04, -4.67, -12.70)
O (-20.70, -3.49, -11.95)
C (-20.07, -3.74, -10.69)
C (-19.85, -2.32, -10.01)
C (-18.76, -1.52, -10.68)
N (-19.48, -2.40, -8.57)
H (-21.68, -4.34, -13.52)
H (-21.65, -5.29, -12.03)
H (-20.14, -5.20, -13.01)
H (-20.63, -4.37, -10.01)
H (-19.10, -4.23, -10.81)
H (-20.82, -1.84, -10.13)
H (-17.88, -2.15, -10.78)
H (-18.51, -0.52, -10.33)
H (-19.02, -1.39, -11.73)
H (-20.29, -2.67, -8.04)
H (-19.44, -1.41, -8.37)
C (-11.51, -4.33, -6.64)
O (-12.38, -4.80, -5.65)
C (-12.83, -3.72, -4.84)
C (-13.56, -4.27, -3.63)
C (-14.83, -5.03, -4.04)
N (-14.07, -3.24, -2.73)
H (-11.83, -3.45, -7.20)
H (-11.42, -5.21, -7.28)
H (-10.56, -4.07, -6.16)
H (-11.97, -3.12, -4.55)
H (-13.47, -3.15, -5.52)
H (-12.87, -4.97, -3.15)
H (-14.71, -5.83, -4.77)
H (-15.56, -4.32, -4.42)
H (-15.22, -5.46, -3.11)
H (-14.55, -3.80, -2.05)
H (-14.77, -2.70, -3.21)
C (-20.91, -1.97, -2.02)
O (-19.89, -1.50, -2.84)
C (-19.87, -2.15, -4.09)
C (-19.46, -3.59, -4.05)
C (-18.20, -3.75, -3.19)
N (-19.30, -4.10, -5.47)
H (-20.85, -3.04, -1.83)
H (-21.85, -1.73, -2.51)
H (-20.93, -1.43, -1.07)
H (-20.77, -1.96, -4.66)
H (-19.13, -1.59, -4.67)
H (-20.20, -4.24, -3.57)
H (-18.30, -3.54, -2.12)
H (-17.36, -3.11, -3.46)
H (-17.82, -4.76, -3.28)
H (-18.50, -3.63, -5.86)
H (-20.13, -3.84, -5.98)
C (-16.45, -1.25, -5.40)
O (-15.80, -1.65, -4.13)
C (-16.14, -0.80, -3.02)
C (-15.75, 0.72, -3.28)
C (-14.35, 0.95, -3.78)
N (-16.02, 1.60, -2.15)
H (-15.77, -0.96, -6.20)
H (-17.31, -0.59, -5.27)
H (-16.77, -2.22, -5.77)
H (-17.21, -0.91, -2.84)
H (-15.67, -1.08, -2.08)
H (-16.41, 1.10, -4.06)
H (-14.15, 2.01, -3.86)
H (-14.17, 0.30, -4.64)
H (-13.67, 0.69, -2.97)
H (-16.93, 1.26, -1.86)
H (-15.40, 1.37, -1.38)
C (-18.43, -6.72, -8.11)
C (-17.39, -6.92, -7.02)
O (-18.07, -6.84, -5.77)
H (-18.84, -5.72, -8.07)
H (-19.25, -7.45, -8.09)
H (-17.97, -6.66, -9.10)
H (-16.52, -6.27, -7.01)
H (-17.09, -7.96, -7.11)
H (-18.58, -6.04, -5.61)
C (-14.75, -3.75, -9.23)
C (-16.32, -3.94, -9.20)
O (-16.82, -2.83, -8.49)
H (-14.29, -4.58, -9.77)
H (-14.35, -3.79, -8.22)
H (-14.48, -2.79, -9.67)
H (-16.68, -4.76, -8.57)
H (-16.74, -4.05, -10.20)
H (-17.77, -2.89, -8.49)
C (-13.75, -7.82, -7.61)
C (-14.35, -9.22, -7.86)
O (-13.85, -9.80, -9.09)
H (-12.67, -7.92, -7.49)
H (-14.13, -7.37, -6.69)
H (-13.80, -7.20, -8.50)
H (-15.43, -9.07, -7.87)
H (-14.16, -9.81, -6.96)
H (-14.53, -10.30, -9.54)
C (-17.95, -3.24, -13.81)
C (-17.55, -1.94, -14.45)
O (-18.25, -1.82, -15.68)
H (-18.03, -4.04, -14.54)
H (-18.90, -3.15, -13.29)
H (-17.21, -3.59, -13.09)
H (-16.47, -1.87, -14.60)
H (-17.86, -1.18, -13.73)
H (-17.82, -2.37, -16.34)
C (-15.49, 1.59, -7.77)
C (-14.87, 0.50, -8.68)
O (-15.94, -0.16, -9.35)
H (-16.20, 1.18, -7.06)
H (-16.09, 2.37, -8.24)
H (-14.77, 2.03, -7.08)
H (-14.28, -0.26, -8.17)
H (-14.20, 0.86, -9.47)
H (-16.21, -0.99, -8.96)
C (-11.77, -1.09, -9.56)
C (-10.53, -1.82, -9.91)
O (-10.61, -2.97, -9.18)
H (-11.86, -1.08, -8.47)
H (-12.65, -1.66, -9.87)
H (-11.70, -0.08, -9.95)
H (-9.65, -1.21, -9.73)
H (-10.56, -1.97, -10.99)
H (-9.72, -3.33, -9.19)

For the HOMO-LUMO gap, the calculation gives 8.94 eV. The LUMO energy comes out at 0.218 eV. Its total charge is 0. Its structure (SMILES) is COC[C@H](C)N.COC[C@H](C)N.COC[C@H](C)N.COC[C@H](C)N.COC[C@H](C)N.COC[C@H](C)N.CCO.CCO.CCO.CCO.CCO.CCO.

Mulliken population analysis, charges in e, atoms 1 to 6: -0.28, -0.18, -0.86, 0.62, -1.38, -0.74


two) ends up most stable, edging out the next structure by 488.7 kJ/mol.


one) The following is a quantum chemistry calculation of C22H30N2O2 in the gas phase, from OMol25.

Atoms and positions in Å:
C (2.46, 3.96, -4.62)
C (1.63, 4.14, -3.35)
N (1.62, 3.04, -2.41)
C (1.03, 1.82, -2.90)
C (0.82, 0.85, -1.74)
N (2.09, 0.55, -1.11)
C (1.98, -0.42, -0.04)
C (1.73, -1.86, -0.55)
O (2.58, -2.78, 0.09)
C (0.27, -2.29, -0.35)
O (0.01, -2.27, 1.03)
C (-1.36, -2.43, 1.35)
C (-2.18, -1.24, 0.87)
C (-3.28, -1.41, 0.05)
C (-4.00, -0.31, -0.39)
C (-3.61, 0.97, -0.02)
C (-2.51, 1.14, 0.80)
C (-1.80, 0.04, 1.25)
C (-1.52, -2.55, 2.85)
C (-0.52, -2.14, 3.72)
C (-0.71, -2.23, 5.08)
C (-1.90, -2.72, 5.59)
C (-2.90, -3.12, 4.73)
C (-2.72, -3.04, 3.36)
C (2.69, 1.79, -0.64)
C (2.90, 2.74, -1.81)
H (2.39, 4.85, -5.24)
H (3.51, 3.80, -4.38)
H (2.11, 3.11, -5.20)
H (1.99, 5.02, -2.81)
H (0.59, 4.33, -3.63)
H (1.66, 1.32, -3.66)
H (0.06, 2.05, -3.36)
H (0.11, 1.30, -1.02)
H (0.39, -0.07, -2.13)
H (2.94, -0.44, 0.48)
H (1.20, -0.15, 0.68)
H (1.99, -1.91, -1.61)
H (2.23, -2.90, 0.99)
H (0.13, -3.31, -0.74)
H (-0.41, -1.61, -0.88)
H (-1.74, -3.34, 0.87)
H (-3.58, -2.40, -0.25)
H (-4.86, -0.45, -1.03)
H (-4.17, 1.82, -0.37)
H (-2.20, 2.13, 1.10)
H (-0.94, 0.17, 1.89)
H (0.41, -1.77, 3.31)
H (0.08, -1.92, 5.75)
H (-2.04, -2.79, 6.66)
H (-3.83, -3.50, 5.12)
H (-3.50, -3.35, 2.69)
H (2.06, 2.28, 0.11)
H (3.66, 1.55, -0.19)
H (3.59, 2.26, -2.53)
H (3.36, 3.67, -1.46)

For the HOMO-LUMO gap, the calculation gives 9.17 eV. The LUMO energy comes out at 0.787 eV. Its total charge is 0. Its structure (SMILES) is CCN1CCN(C[C@@H](O)COC(c2ccccc2)c2ccccc2)CC1.

Mulliken population analysis, charges in e, atoms 1 to 6: -1.05, -0.70, 0.05, -1.16, 0.01, 0.01


two) The following is a quantum chemistry calculation of C22H30N2O2 in the gas phase, from OMol25.

Atoms and positions in Å:
C (-6.90, -2.78, -0.73)
O (-6.42, -1.89, 0.25)
C (-5.33, -1.13, -0.05)
C (-4.63, -1.16, -1.25)
C (-3.54, -0.33, -1.42)
C (-3.12, 0.54, -0.43)
C (-1.92, 1.43, -0.66)
N (-0.87, 0.71, -1.36)
C (-0.26, -0.34, -0.57)
C (0.73, 0.19, 0.47)
N (1.76, 0.98, -0.18)
C (2.80, 1.39, 0.75)
C (4.07, 1.84, 0.03)
C (4.56, 0.80, -0.98)
C (4.90, -0.50, -0.31)
C (6.11, -0.65, 0.35)
C (6.42, -1.83, 1.00)
C (5.51, -2.88, 1.00)
C (4.30, -2.74, 0.34)
C (4.00, -1.55, -0.31)
C (1.14, 2.10, -0.87)
C (0.16, 1.56, -1.92)
C (-3.82, 0.57, 0.78)
O (-3.37, 1.44, 1.73)
C (-4.04, 1.50, 2.96)
C (-4.92, -0.26, 0.96)
H (-6.15, -3.54, -0.99)
H (-7.77, -3.27, -0.29)
H (-7.21, -2.25, -1.64)
H (-4.92, -1.82, -2.05)
H (-2.98, -0.35, -2.34)
H (-2.23, 2.27, -1.29)
H (-1.60, 1.84, 0.31)
H (-1.04, -0.92, -0.09)
H (0.28, -0.99, -1.27)
H (1.21, -0.66, 0.97)
H (0.19, 0.77, 1.24)
H (2.45, 2.20, 1.42)
H (3.04, 0.53, 1.37)
H (4.85, 2.01, 0.79)
H (3.91, 2.79, -0.48)
H (5.44, 1.20, -1.50)
H (3.76, 0.64, -1.71)
H (6.83, 0.16, 0.35)
H (7.37, -1.94, 1.51)
H (5.75, -3.80, 1.50)
H (3.59, -3.55, 0.33)
H (3.06, -1.44, -0.82)
H (1.91, 2.68, -1.38)
H (0.61, 2.77, -0.17)
H (-0.31, 2.39, -2.46)
H (0.72, 0.95, -2.64)
H (-5.08, 1.81, 2.84)
H (-4.01, 0.54, 3.49)
H (-3.51, 2.25, 3.55)
H (-5.49, -0.27, 1.87)

For the HOMO-LUMO gap, the calculation gives 8.82 eV. The LUMO energy comes out at 0.845 eV. Its total charge is 0. Its structure (SMILES) is COc1ccc(CN2CCN(CCCc3ccccc3)CC2)c(OC)c1.

Mulliken population analysis, charges in e, atoms 1 to 6: -0.84, -0.45, 0.54, -0.75, -0.67, -0.27


one) ends up most stable, edging out the next structure by 22.2 kJ/mol.